# 1
{"formula": "C37H71F2N3O26S7", "method": "ωB97M-V with the def2-TZVPD basis set", "smiles": "O=C1OC[C@@H](F)O1.O=C1OC[C@@H](F)O1.C[N+](=O)[O-].C[N+](=O)[O-].C[N+](=O)[O-].O=S1(=O)CCCC1.O=S1(=O)CCCC1.O=S1(=O)CCCC1.O=S1(=O)CCCC1.O=S1(=O)CCCC1.O=S1(=O)CCCC1.O=S1(=O)CCCC1", "e_tot_ha": -6559.5456, "orbital_gap_ev": 9.6, "total_charge": 0, "symbols": ["S", "H", "O", "O", "O", "H", "C", "C", "C", "H", "O", "H", "S", "C", "H", "H", "N", "S", "O", "H", "O", "O", "O", "H", "C", "H", "C", "C", "H", "H", "H", "O", "O", "C", "O", "H", "H", "H", "H", "H", "C", "H", "S", "O", "H", "H", "O", "C", "H", "O", "C", "H", "H", "C", "H", "N", "H", "H", "C", "H", "H", "H", "H", "O", "O", "H", "F", "H", "O", "H", "O", "C", "O", "H", "H", "O", "H", "H", "O", "C", "C", "H", "C", "C", "H", "H", "S", "O", "H", "H", "C", "H", "H", "C", "O", "H", "C", "O", "C", "H", "H", "H", "H", "H", "H", "S", "H", "C", "C", "H", "C", "H", "H", "H", "C", "C", "H", "H", "N", "C", "H", "H", "C", "C", "H", "H", "S", "H", "H", "C", "C", "H", "F", "H", "C", "H", "H", "H", "C", "O", "C", "H", "C", "O", "C", "H"], "coordinates": [[24.04, -2.19, 8.09], [17.77, -9.31, 12.49], [14.90, -6.01, 9.03], [21.46, -5.20, 12.74], [14.66, -5.07, 6.58], [13.30, -1.55, 8.83], [15.75, -1.84, 14.95], [16.67, -5.50, 4.31], [18.80, -3.57, 16.64], [20.73, -3.91, 15.76], [17.28, 1.42, 7.71], [16.98, 1.79, 12.44], [13.96, 0.19, 14.59], [24.10, -0.39, 7.79], [21.21, -1.80, 8.71], [13.56, -1.93, 13.60], [22.18, -4.21, 12.94], [17.46, -5.48, 15.24], [18.46, -0.28, 16.54], [18.14, 2.43, 11.32], [19.98, -1.68, 10.38], [20.53, -8.36, 9.07], [18.97, -1.14, 7.70], [19.02, -3.20, 17.64], [16.20, 3.33, 9.42], [15.44, -1.91, 9.64], [23.54, -4.16, 12.33], [17.11, 2.09, 11.40], [18.52, -2.75, 15.98], [20.19, -5.34, 16.64], [23.93, -5.18, 12.29], [17.25, -6.88, 15.58], [12.60, 0.25, 15.13], [20.51, 2.28, 15.34], [23.93, -2.33, 9.58], [19.83, 3.13, 15.38], [27.43, -1.19, 7.42], [25.98, -0.28, 8.91], [13.64, -2.18, 7.29], [19.78, -3.53, 8.15], [18.40, -4.98, 5.61], [17.16, -7.08, 11.88], [14.73, -4.91, 8.06], [25.48, -5.24, 9.88], [23.71, -7.59, 9.35], [14.23, -1.29, 16.32], [21.27, -8.82, 11.44], [19.22, -7.16, 11.24], [19.63, -6.22, 10.85], [19.43, -5.12, 6.27], [15.35, -2.28, 8.61], [19.14, -10.70, 11.15], [15.37, 3.77, 8.87], [20.19, -3.65, 9.15], [18.45, -10.00, 9.69], [25.06, -5.96, 8.98], [20.69, 1.65, 13.24], [16.84, -3.59, 3.31], [19.09, -0.02, 5.62], [17.34, -7.48, 10.17], [16.34, -0.66, 13.35], [17.95, -5.20, 17.60], [19.63, -0.87, 13.94], [23.15, -2.83, 7.15], [25.59, -6.07, 7.91], [15.68, -5.83, 4.63], [21.04, -4.70, 9.20], [12.48, -4.10, 7.93], [20.76, -1.16, 17.00], [19.55, -7.07, 12.28], [18.44, -2.26, 11.87], [13.84, -2.37, 8.34], [19.23, -3.67, 10.28], [24.14, -3.44, 12.88], [19.02, 1.58, 13.78], [15.06, 0.91, 8.72], [19.70, -5.68, 14.00], [25.73, -3.36, 6.82], [16.63, -4.87, 14.19], [20.46, 1.52, 16.67], [19.22, -5.05, 14.74], [13.88, -0.65, 12.30], [17.69, -9.13, 11.42], [16.04, -3.65, 8.33], [21.26, -0.32, 14.27], [16.79, -1.95, 15.25], [16.38, 1.53, 8.83], [17.54, -5.95, 5.26], [21.52, 1.48, 16.92], [19.91, 1.97, 17.50], [17.56, -4.54, 16.83], [23.13, -6.44, 8.18], [16.56, -4.26, 17.16], [17.76, -7.63, 11.16], [17.97, -3.73, 5.06], [15.83, -3.53, 4.83], [25.80, -2.56, 7.56], [14.67, 1.42, 14.12], [16.11, 3.24, 11.01], [16.72, -9.55, 11.16], [16.42, 4.22, 11.37], [18.12, 0.56, 10.38], [23.87, -0.18, 6.75], [18.16, -0.59, 5.55], [15.83, -1.54, 7.97], [20.20, -8.54, 10.50], [23.18, -5.93, 9.85], [23.70, -6.53, 9.10], [13.33, -3.78, 8.54], [23.36, 0.13, 8.39], [26.38, -1.21, 7.12], [19.01, 1.06, 5.46], [17.11, 3.82, 9.08], [15.56, -0.02, 16.30], [20.20, -0.11, 14.46], [14.97, -0.74, 15.73], [15.11, 2.95, 11.33], [21.51, 2.68, 15.19], [19.52, -0.25, 7.04], [14.16, -1.08, 13.26], [13.15, -3.98, 9.59], [23.24, -3.82, 11.33], [19.87, -4.53, 16.00], [15.65, -1.49, 13.52], [21.83, -2.49, 10.18], [19.08, -4.24, 14.02], [19.93, -0.20, 16.29], [25.93, 0.84, 7.51], [15.30, -2.79, 15.25], [20.94, -2.42, 9.56], [16.70, -3.96, 4.33], [16.58, -4.07, 9.18], [17.05, -5.94, 3.14], [16.00, -2.25, 12.83], [25.64, -0.14, 7.88], [16.35, 0.13, 10.73], [26.34, -1.02, 6.05], [26.22, -3.11, 8.41], [18.88, -9.77, 10.66], [20.29, 0.54, 7.51], [19.12, -2.50, 10.90], [16.77, -3.74, 7.52], [17.09, 0.89, 10.48], [21.88, -3.16, 13.52], [20.05, 1.43, 14.10], [19.85, -0.56, 5.06]]}

=====

# 2
{"formula": "C37H72ClNO16P3", "method": "ωB97M-V with the def2-TZVPD basis set", "e_tot_ha": -4196.1741, "orbital_gap_ev": 6.2, "total_charge": -1, "symbols": ["H", "C", "C", "H", "H", "H", "C", "H", "C", "H", "H", "H", "H", "O", "H", "H", "O", "H", "C", "C", "H", "H", "C", "H", "C", "H", "H", "C", "C", "H", "O", "C", "C", "O", "H", "H", "H", "H", "H", "H", "C", "H", "O", "H", "H", "H", "H", "C", "H", "H", "H", "N", "H", "C", "H", "C", "H", "H", "H", "O", "H", "H", "C", "C", "O", "C", "H", "H", "C", "H", "O", "H", "C", "C", "H", "H", "H", "H", "H", "C", "H", "H", "Cl", "H", "C", "H", "H", "C", "H", "P", "C", "H", "O", "C", "H", "C", "H", "O", "H", "C", "H", "O", "H", "H", "O", "H", "O", "H", "H", "H", "C", "O", "H", "C", "C", "P", "H", "P", "H", "C", "H", "C", "H", "C", "C", "O", "H", "O", "H", "C"], "coordinates": [[-1.26, 0.54, 0.62], [-2.05, 0.37, 12.27], [0.26, 1.86, 9.21], [0.56, 0.37, 7.67], [-5.71, 0.97, -14.03], [-2.03, 1.94, -6.99], [-3.77, -0.23, 7.83], [-1.89, -0.71, 12.23], [2.83, 0.88, -3.18], [6.44, 3.35, 4.44], [0.72, -0.25, 9.32], [2.56, 1.82, -3.67], [-2.79, 0.56, 13.05], [5.58, 0.71, 4.55], [5.42, 1.56, 8.18], [0.18, -1.71, 3.56], [-6.19, -2.20, -10.58], [3.32, 0.61, 0.56], [-4.68, 0.93, -13.66], [-1.91, -0.89, -6.25], [0.80, -0.66, -0.15], [-6.51, -1.57, -7.87], [5.98, 2.36, 6.26], [-0.43, 0.84, 13.61], [1.86, -0.41, 1.71], [-0.57, -2.04, 1.22], [-4.70, -1.16, 9.56], [5.25, 3.69, 8.09], [-5.55, -2.58, -14.13], [4.73, -0.90, 5.53], [1.21, 0.93, -6.08], [-4.26, -3.36, -13.97], [-0.87, -1.57, 3.29], [-0.54, 1.99, -4.63], [-3.47, -2.75, -13.55], [-0.23, -1.98, -7.05], [-1.54, -1.69, -8.21], [1.66, -1.46, 1.95], [-2.98, 2.43, -5.58], [3.20, -2.59, 3.05], [6.12, 3.49, 5.46], [-5.79, -0.18, 8.59], [2.59, 0.12, 6.33], [-3.92, -3.72, -14.95], [-2.53, 3.62, -6.82], [-0.90, 2.18, 12.54], [-4.11, 0.27, 6.93], [0.82, 0.06, 0.67], [0.03, 0.82, 11.91], [3.65, -1.17, 0.69], [-0.09, 3.25, -6.21], [3.89, -0.70, 3.58], [5.27, 0.12, 2.15], [-0.76, 1.10, 12.61], [-2.69, -0.20, -6.61], [5.33, -2.55, 2.61], [7.44, -2.71, 2.72], [-3.66, 0.79, -11.76], [4.88, 3.74, 9.11], [0.67, -0.01, -3.88], [-0.50, 0.81, 2.18], [5.28, -2.25, 1.57], [6.26, 1.00, 5.69], [4.43, -0.15, 4.80], [7.03, 0.23, 6.21], [-0.98, -1.26, -7.39], [2.15, -1.15, -3.08], [-6.49, -3.61, -9.15], [-1.09, -1.26, 1.81], [3.93, 1.12, 2.65], [-3.16, 0.77, 8.64], [5.92, 5.60, 5.36], [5.82, 4.73, 6.00], [4.21, 0.09, 2.40], [6.89, -1.08, 2.93], [4.25, -2.59, 4.42], [-3.04, -0.97, 7.52], [2.48, -0.60, -4.71], [-2.43, -1.78, -5.90], [5.55, 2.44, 7.56], [-4.81, -3.41, -9.61], [-1.32, -0.83, 3.95], [5.33, -4.38, 2.58], [-1.37, -2.52, 3.52], [-0.57, 0.11, 1.35], [1.71, 0.22, 2.59], [-4.13, 1.79, -14.05], [4.12, -2.14, 3.44], [3.90, 0.73, -3.28], [-5.15, -1.61, -11.66], [3.30, -0.27, 1.20], [0.47, 2.70, 8.54], [-5.55, -0.05, -11.59], [5.37, 4.81, 7.30], [-6.32, -3.22, -14.55], [2.07, -0.30, -3.75], [2.00, 0.74, 8.61], [-1.18, 1.77, 9.30], [-4.21, 0.03, -14.05], [3.29, 0.70, 5.46], [6.74, -2.28, 4.27], [-1.85, -1.07, 9.61], [-2.16, -1.35, 1.62], [-5.28, -1.77, 8.00], [-6.08, -2.08, -12.88], [0.67, 2.12, 10.19], [-1.26, -0.31, -5.11], [-1.05, 3.93, -4.90], [-5.00, -2.38, -7.44], [-4.41, -4.22, -13.32], [-0.91, 3.05, -5.52], [-2.63, 0.83, 11.06], [-5.02, 1.90, -11.77], [-5.73, -2.87, -9.41], [-2.19, 2.74, -6.27], [-1.94, 0.40, 9.64], [-5.41, -1.75, -14.82], [0.06, 0.62, -5.22], [5.11, 5.78, 7.72], [-4.67, 0.94, -12.14], [1.06, 1.07, 0.36], [0.92, 0.61, 8.67], [-0.44, -0.38, -7.77], [6.66, -2.10, 3.20], [-4.95, -0.88, 8.54], [-3.81, -1.78, -11.05], [-5.00, -1.01, -8.56], [3.17, 1.86, 5.03], [2.60, 1.00, -2.12], [-5.54, -1.90, -8.25]]}

=====

# 3
{"formula": "C37H73Cl3O18S9", "method": "ωB97M-V with the def2-TZVPD basis set", "smiles": "O=S1(=O)CCCC1.O=S1(=O)CCCC1.O=S1(=O)CCCC1.O=S1(=O)CCCC1.O=S1(=O)CCCC1.O=S1(=O)CCCC1.O=S1(=O)CCCC1.O=S1(=O)CCCC1.O=S1(=O)CCCC1.ClC(Cl)Cl", "e_tot_ha": -7772.0558, "orbital_gap_ev": 10.0, "total_charge": 0, "symbols": ["H", "H", "O", "C", "H", "O", "C", "O", "H", "O", "H", "H", "H", "H", "S", "O", "H", "H", "C", "C", "H", "H", "H", "H", "S", "H", "H", "C", "H", "C", "C", "O", "H", "H", "C", "C", "H", "H", "H", "H", "H", "H", "H", "H", "H", "C", "S", "C", "H", "C", "O", "O", "S", "C", "H", "C", "C", "C", "C", "H", "H", "H", "H", "H", "H", "H", "H", "C", "C", "O", "H", "C", "H", "C", "H", "H", "O", "H", "S", "H", "H", "H", "C", "O", "H", "H", "S", "H", "H", "H", "C", "H", "H", "C", "S", "O", "C", "C", "O", "O", "H", "C", "H", "O", "C", "C", "Cl", "H", "O", "H", "S", "H", "H", "H", "C", "H", "H", "C", "H", "C", "H", "S", "C", "H", "C", "H", "H", "C", "H", "H", "C", "Cl", "H", "H", "O", "Cl", "H", "C", "H", "O"], "coordinates": [[1.21, -23.98, 1.60], [-2.10, -29.03, -2.93], [-4.96, -23.38, -3.51], [-10.54, -19.76, -3.02], [-4.80, -20.74, 2.19], [-6.19, -27.46, -4.10], [1.43, -26.53, -0.86], [-9.33, -21.14, -6.20], [-8.60, -23.98, -6.18], [-6.36, -29.61, -1.40], [-2.55, -20.26, 3.29], [-11.01, -18.35, -6.09], [-9.36, -21.45, -3.73], [-7.90, -23.74, -4.55], [-5.15, -30.37, -1.57], [-1.49, -25.34, 2.51], [-2.97, -24.88, -2.23], [-3.51, -17.97, -5.97], [-10.97, -18.58, -3.92], [-4.87, -30.97, -3.22], [-10.30, -17.71, -3.78], [-6.93, -18.73, 1.88], [-4.18, -29.29, -4.32], [-2.79, -29.47, 3.44], [-4.51, -22.59, 3.79], [-8.08, -25.64, -2.88], [-10.08, -24.80, -4.05], [-2.84, -29.78, -2.64], [-2.23, -22.63, 4.38], [-3.70, -27.53, 3.79], [-4.59, -22.88, -1.07], [-3.02, -20.40, -3.49], [-4.44, -17.60, -1.27], [-3.14, -22.16, 5.72], [-3.69, -24.01, -0.46], [-8.27, -24.49, -5.26], [0.35, -25.51, -2.41], [-11.38, -20.46, -2.97], [-9.97, -25.92, -5.33], [-5.64, -25.66, -1.04], [-3.07, -29.34, -0.57], [-5.19, -26.08, -2.63], [-11.59, -19.90, -5.47], [-4.62, -21.71, -5.70], [-6.02, -16.64, 2.63], [-5.28, -17.19, -0.65], [-3.93, -19.43, -4.07], [1.41, -24.44, 0.68], [-3.14, -26.02, -0.99], [-9.38, -25.36, -4.64], [-1.61, -27.02, 0.73], [-7.39, -18.49, -1.47], [-1.87, -26.65, 2.08], [-1.28, -27.82, 3.32], [-0.68, -24.66, -0.27], [0.37, -24.34, -0.49], [-1.69, -19.61, -0.54], [-4.91, -16.73, 0.76], [-2.53, -28.55, 3.94], [2.32, -23.93, 0.36], [-6.27, -21.17, -6.20], [2.21, -27.18, -1.20], [-11.93, -18.16, -3.68], [-2.31, -19.61, -1.38], [-6.69, -15.71, 1.41], [-4.14, -25.93, 2.25], [-4.25, -24.30, 0.38], [-4.69, -19.71, -6.66], [-5.48, -20.20, -4.45], [-4.86, -31.51, -0.75], [-3.23, -30.86, -4.52], [-4.43, -19.93, 4.13], [-5.63, -20.95, -3.65], [-3.71, -30.15, -3.83], [-9.06, -27.13, -3.07], [-2.31, -30.66, -2.34], [-8.20, -19.04, -5.65], [-4.08, -28.20, -1.60], [-7.36, -26.95, -4.75], [-3.53, -26.72, 4.53], [-5.81, -30.83, -3.78], [-5.73, -16.41, -1.25], [-5.30, -20.88, -5.77], [-4.08, -23.27, 2.60], [-8.34, -20.17, -3.15], [-4.31, -15.83, 0.78], [1.99, -26.11, 0.73], [-5.41, -18.93, -6.78], [-4.38, -20.03, -7.65], [-2.42, -28.87, 4.96], [-3.61, -26.92, 2.40], [-4.71, -27.99, 3.91], [-5.16, -22.31, -0.34], [-2.93, -20.47, 4.28], [-9.27, -19.97, -5.43], [1.42, -26.97, 1.78], [-8.60, -26.30, -3.61], [-9.26, -20.37, -3.67], [-4.14, -18.13, -3.44], [-6.96, -23.46, -2.02], [-0.52, -28.48, 2.90], [-3.68, -29.25, -1.47], [-4.93, -19.84, 5.10], [-5.56, -19.71, -0.18], [-3.58, -19.11, -5.87], [-7.05, -17.89, 1.15], [-2.01, -20.94, 0.50], [-2.75, -23.57, -0.21], [3.44, -25.97, 0.67], [-4.67, -32.04, -3.13], [-6.39, -18.52, -0.42], [0.29, -23.33, -0.89], [-0.76, -27.20, 4.03], [-4.09, -22.14, -1.70], [-3.66, -25.13, -1.43], [-6.23, -19.42, -4.33], [-10.27, -19.51, -1.97], [-7.03, -25.39, -5.45], [-4.27, -17.46, 1.22], [-10.90, -19.11, -5.33], [-3.97, -27.70, 1.69], [-5.55, -23.69, -2.25], [-5.10, -20.93, 3.24], [-8.09, -17.64, 1.02], [-3.03, -21.94, 4.65], [-6.15, -24.94, -4.93], [0.49, -27.19, -0.63], [1.01, -25.28, -1.58], [-2.42, -19.90, 5.04], [-2.62, -19.56, -6.11], [-6.18, -16.66, 1.56], [-0.03, -19.75, -1.19], [1.91, -24.82, -1.97], [-4.42, -18.97, 3.65], [-5.48, -23.18, 4.65], [-2.03, -18.08, 0.30], [-6.17, -20.99, 3.30], [-5.03, -25.35, -1.86], [-6.79, -25.59, -6.48], [-8.06, -27.76, -5.74]]}